Below is a molecular structure, C28H58AlCl3F7MgN3NaO9S, with properties calculated with the ωB97M-V functional and the def2-TZVPD basis.

Geometry as XYZ:
```
112
Properties=species:S:1:pos:R:3:forces:R:3:lowdin_charge:R:1
C 4.4790 -0.4378 2.1661 -0.115 0.477 -0.348 -0.03
C 2.9770 -0.3782 2.4583 0.595 -1.815 0.810 -0.43
C 2.5775 -1.8446 2.7130 0.027 0.104 0.238 -0.02
C 2.7267 0.3988 3.7830 0.298 0.382 -0.657 -0.04
C 2.0292 1.7893 3.6557 -0.198 -0.986 -0.320 -0.34
C 0.4892 1.5049 3.8525 0.257 0.595 -1.177 -0.21
C -0.2595 2.6119 4.5975 -0.812 -0.468 -0.755 -0.18
C -0.6477 3.8227 3.7896 -0.672 -0.920 0.964 -0.58
F -1.1149 3.5737 2.5690 0.426 0.418 0.024 0.16
F 0.3099 4.7813 3.7508 -0.336 0.271 -0.387 0.12
F -1.7218 4.4087 4.4728 0.561 0.700 0.033 0.06
C 2.5824 2.7238 4.7164 -0.044 -0.158 0.266 -0.12
C 4.0626 3.1466 4.6737 0.344 1.108 0.591 -0.33
O 4.8566 2.6396 3.6029 -1.012 -0.831 -0.307 -0.29
C 4.7349 2.8556 6.0228 -0.399 0.434 -0.841 -0.20
N 4.1242 3.7563 7.0118 -0.172 -0.284 0.314 0.01
C 2.1902 2.4525 2.2618 0.052 -0.100 0.259 -0.03
C 2.2962 1.5216 1.0329 -0.847 1.181 -1.497 -0.42
C 1.1292 1.8906 0.0878 0.414 0.554 0.743 -0.12
C 3.5506 1.8621 0.2077 0.910 -0.860 0.680 -0.05
N 2.1800 0.0841 1.3097 -0.162 0.785 1.091 -0.10
O 0.9785 -0.3617 1.2467 0.134 -0.184 -0.332 0.00
H 4.9803 -0.8870 3.0153 -0.060 0.031 0.161 0.08
H 4.9363 0.5411 2.0353 0.040 -0.069 -0.125 0.03
H 4.6831 -1.1064 1.3300 0.046 0.189 -0.223 0.09
H 3.3076 -2.2718 3.3991 0.047 -0.024 0.018 0.09
H 2.5912 -2.4284 1.7946 -0.079 0.023 -0.091 0.07
H 1.6072 -1.9229 3.1941 -0.176 -0.037 -0.212 0.09
H 2.1576 -0.2534 4.4349 -0.282 0.223 0.143 0.07
H 3.6983 0.4824 4.2672 0.063 0.256 -0.066 0.12
H 0.2752 0.5431 4.3433 0.243 0.817 -0.570 0.02
H 0.0545 1.4353 2.8499 -0.075 -0.022 -0.015 0.10
H 0.2160 2.9019 5.5267 0.164 0.168 -0.020 0.05
H -1.2164 2.1907 4.9058 -0.049 -0.072 0.009 0.13
H 2.0128 3.6500 4.7581 -0.006 0.037 -0.221 0.10
H 2.3911 2.2384 5.6737 0.031 -0.094 0.087 0.06
H 4.0776 4.2345 4.5992 0.120 0.067 -0.112 0.13
H 4.9064 3.2721 2.8712 -0.174 0.555 0.440 -0.02
H 4.5711 1.8003 6.2496 0.422 -0.086 0.200 0.12
H 5.7811 3.1192 5.8877 0.155 -0.272 0.233 0.12
H 4.8037 4.0302 7.7088 0.068 0.034 -0.059 0.07
H 3.3995 3.2591 7.5180 0.001 -0.014 0.005 0.06
H 1.3089 3.0726 2.1074 -0.004 0.136 0.017 0.10
H 3.0275 3.1464 2.2236 0.036 -0.079 0.164 0.12
H 1.3597 2.8765 -0.3221 -0.228 0.111 -0.009 0.08
H 1.1328 1.2248 -0.7694 -0.466 0.324 2.387 -0.21
H 0.1680 1.9445 0.5859 -0.175 -0.389 -0.151 0.09
H 3.3779 2.7448 -0.4041 -0.306 0.073 0.521 0.01
H 4.4065 2.0663 0.8504 0.080 0.051 -0.080 0.07
H 3.8225 1.0116 -0.4220 -0.011 0.060 -0.185 0.09
O 0.1873 5.5188 6.6532 0.086 0.098 -0.235 0.34
H -0.2354 5.9451 7.4218 -0.059 -0.071 0.005 0.20
H 0.7990 6.1324 6.1909 0.183 -0.154 -0.022 0.21
H -0.4642 5.1358 6.0152 -0.159 -0.144 -0.109 0.15
Cl 0.5894 0.6484 6.3957 0.376 -0.625 2.056 0.05
F 5.5069 5.2886 2.5457 -0.328 0.078 0.052 -0.21
Al 5.8410 6.7623 3.3698 0.239 0.101 0.035 -0.16
F 6.0050 8.0049 2.2322 -0.141 -0.212 0.044 -0.20
F 7.2649 6.5955 4.2584 -0.206 -0.058 -0.072 -0.18
F 4.5406 7.0997 4.4156 -0.065 -0.170 -0.149 -0.21
Na 3.9695 3.2741 -2.2044 -0.016 -0.166 -0.429 0.54
Mg 1.2080 0.8144 -2.3512 0.315 -0.600 -2.873 0.69
C 3.9528 -5.2750 1.3447 -0.261 0.286 -0.226 -0.16
C 5.0393 -5.5060 0.3180 0.080 -0.483 0.050 -0.16
O 6.0716 -4.5766 0.6757 -0.275 0.253 0.103 -0.19
S 6.0890 -4.3817 2.2681 -0.287 -0.230 -0.229 0.60
O 7.0854 -5.2190 2.8237 0.154 0.003 0.217 -0.21
O 6.0368 -2.9940 2.5461 0.237 -0.011 0.033 -0.22
O 4.6586 -5.0360 2.5694 0.246 -0.146 -0.118 -0.18
H 3.3634 -4.3881 1.1092 -0.017 -0.019 -0.028 0.11
H 3.2910 -6.1297 1.4520 0.084 -0.036 0.223 0.14
H 4.7004 -5.3244 -0.6978 0.141 0.213 -0.009 0.14
H 5.4495 -6.5155 0.3900 -0.043 -0.011 -0.011 0.13
Cl -0.8993 -0.5885 8.0209 -0.204 -0.085 0.245 -0.34
C -2.0470 -2.2387 -1.6128 -0.047 0.290 -0.025 -0.06
C -2.2739 -2.6442 -3.0833 0.025 -0.049 0.112 -0.81
O -2.9047 -1.8246 -3.7994 -0.214 0.097 -0.264 -0.12
O -1.8082 -3.7525 -3.4166 -0.088 -0.058 -0.150 -0.09
H -2.4810 -1.2604 -1.3994 -0.011 -0.006 -0.029 0.05
H -2.5021 -2.9717 -0.9459 0.121 -0.074 -0.001 0.06
H -0.9747 -2.1996 -1.4044 -0.008 -0.137 0.065 0.05
C -4.0790 -3.4475 -6.7078 0.042 0.096 -0.004 -0.09
C -5.1334 -3.5204 -5.6126 0.092 -0.004 -0.009 -0.26
C -6.4154 -4.2442 -6.0205 0.265 0.063 0.313 -0.18
C -7.1663 -3.7299 -7.2365 0.003 -0.423 0.183 -0.12
N -7.7536 -2.3402 -7.1265 -0.406 0.381 -0.337 -0.25
C -6.7298 -1.2347 -7.2967 0.386 -0.049 -0.068 -0.09
C -6.5496 -1.1117 -8.7919 -0.096 -0.059 -0.080 -0.14
C -7.9809 -1.2187 -9.3126 -0.035 0.089 -0.151 -0.14
C -8.7062 -2.1209 -8.3080 0.086 0.081 -0.133 -0.08
C -8.4996 -2.1743 -5.8478 0.202 -0.066 0.036 0.02
H -4.4631 -3.0217 -7.6430 0.021 -0.012 -0.015 0.05
H -3.2496 -2.8270 -6.3681 0.008 -0.067 0.112 0.08
H -3.6860 -4.4404 -6.9321 -0.013 0.002 -0.033 0.09
H -5.3575 -2.5208 -5.2332 0.123 -0.035 0.157 0.09
H -4.6972 -4.0501 -4.7655 0.023 0.112 0.069 0.12
H -7.0872 -4.2913 -5.1597 -0.076 -0.041 -0.063 0.11
H -6.1648 -5.2873 -6.2351 -0.076 0.017 -0.178 0.13
H -8.0164 -4.3935 -7.3998 -0.080 0.117 -0.070 0.13
H -6.5569 -3.7586 -8.1381 0.038 0.140 0.019 0.13
H -7.1658 -0.3266 -6.8805 -0.074 -0.040 0.024 0.14
H -5.8164 -1.4695 -6.7631 -0.093 -0.066 0.101 0.11
H -5.9325 -1.9235 -9.1779 0.051 0.023 0.041 0.11
H -6.0697 -0.1766 -9.0703 0.020 0.010 0.068 0.13
H -8.0225 -1.6132 -10.3255 -0.047 -0.064 0.030 0.12
H -8.4531 -0.2368 -9.3334 0.023 0.009 0.031 0.12
H -8.9666 -3.0872 -8.7281 -0.003 -0.052 0.111 0.13
H -9.6071 -1.6458 -7.9304 -0.016 -0.082 0.079 0.13
H -7.7951 -2.2061 -5.0216 -0.033 -0.043 0.029 0.11
H -9.2310 -2.9749 -5.7661 0.007 -0.006 0.068 0.12
H -8.9981 -1.2090 -5.8624 -0.011 0.000 -0.020 0.11
Cl 6.9231 2.4909 2.6993 1.131 -0.303 -0.205 0.31
```
Forces are in eV/Å.

HOMO-LUMO gap (spin up / spin down) in eV: 4.973 / 4.843
Lowest unoccupied orbital energy (spin up / spin down) in eV: -1.84 / -1.84
Spin multiplicity: 2
E_tot in eV: -136753.7283

=====

Below is 10 unconnected molecules or ions with the total composition C28H58Cl4N6O12, with properties calculated with the ωB97M-V functional and the def2-TZVPD basis.

Geometry as XYZ:
```
108
Properties=species:S:1:pos:R:3:forces:R:3:lowdin_charge:R:1
O -5.0378 2.3568 -0.7420 -4.168 1.385 -0.115 0.10
C -6.1587 2.8022 -1.0599 3.953 -2.081 0.215 -0.52
O -6.2983 3.3755 -2.2594 0.776 0.057 -0.991 0.05
C -7.6202 3.7787 -2.5340 -0.133 0.234 1.364 -0.11
C -8.2339 3.5465 -1.1568 -2.546 -0.208 -0.695 -0.14
O -7.3542 2.7100 -0.4317 1.355 0.841 0.098 0.09
H -7.5837 4.8553 -2.7007 -0.244 -0.221 -0.671 0.13
H -8.1253 3.1913 -3.3008 0.490 0.130 -0.250 0.13
H -9.1666 2.9863 -1.2222 -0.061 0.081 -0.028 0.13
H -8.5062 4.5257 -0.7630 0.607 -0.210 1.030 0.13
O 9.1421 -1.0163 5.0308 -0.717 0.071 0.364 0.17
C 8.0009 -0.7537 5.2541 1.519 1.194 1.426 -0.53
O 7.5245 -0.1018 6.4125 1.739 -0.307 -1.604 0.04
C 6.1311 -0.2927 6.3723 -0.095 0.233 2.026 -0.17
C 5.8636 -0.3769 4.9236 -2.337 0.899 0.770 -0.17
O 6.9932 -0.9453 4.4269 0.919 -1.639 -1.851 0.10
H 6.0465 -1.1756 7.0060 -1.148 -0.307 -0.342 0.14
H 5.5979 0.5544 6.8039 0.181 -0.084 0.256 0.14
H 5.7922 0.6571 4.5861 -0.295 -0.012 -0.503 0.14
H 4.9469 -0.9386 4.7442 0.229 -0.039 -0.545 0.15
C 5.2015 2.5257 -2.6419 1.520 -0.590 0.546 -0.11
N 4.3984 3.0763 -3.6732 0.838 -0.341 1.185 0.00
C 3.4267 2.4394 -4.3426 -0.507 0.861 -1.470 -0.52
C 3.0072 0.9863 -3.9603 0.119 1.540 -0.391 0.02
O 2.9598 3.0768 -5.2880 -0.787 -1.238 0.242 0.00
H 4.8543 2.7407 -1.6313 -0.039 -0.135 0.062 0.09
H 6.2252 2.8848 -2.7484 -0.026 0.629 0.201 0.09
H 5.4286 1.4675 -2.7712 -0.698 -0.191 0.118 0.08
H 4.6744 4.0105 -3.9398 -0.635 -0.211 -0.499 0.15
H 3.6085 0.5918 -3.1413 -0.162 -0.239 -0.344 0.06
H 3.0505 0.4279 -4.8954 0.296 -0.228 0.237 0.08
H 1.9538 0.9968 -3.6804 0.047 0.135 0.135 0.08
C 2.1328 7.0199 6.7166 0.509 0.851 0.602 -0.04
N 2.9982 7.9208 7.4891 -0.949 1.042 -1.669 0.00
C 3.6620 7.4839 8.5214 3.050 -0.830 3.505 -0.60
C 4.7414 8.3731 9.1992 -0.603 0.121 -1.418 0.00
O 3.6421 6.3524 8.9716 -1.088 -1.071 -0.578 0.03
H 2.7016 6.1018 6.5688 -0.366 -0.061 0.043 0.09
H 1.9370 7.4996 5.7576 -0.229 -0.166 0.118 0.08
H 1.2384 6.8732 7.3220 -0.192 -0.443 -0.502 0.09
H 2.9855 8.9232 7.3660 -0.097 -0.268 -0.358 0.14
H 5.1074 8.9844 8.3743 0.304 0.721 0.470 0.06
H 5.5566 7.7171 9.5042 -0.295 -0.020 0.034 0.08
H 4.3821 8.9341 10.0620 -0.046 0.115 -0.254 0.08
C 4.0107 -7.0865 1.9994 0.801 -0.292 -0.189 -0.05
N 4.5331 -6.9822 0.6331 -0.180 -2.475 1.477 -0.01
C 4.4296 -5.9128 -0.1268 0.001 1.976 -0.702 -0.57
C 4.3252 -6.1793 -1.6331 0.764 0.589 0.413 0.00
O 4.4297 -4.7961 0.3856 -0.481 -0.265 -0.805 0.03
H 2.9756 -7.4241 1.9465 -0.127 0.281 0.275 0.08
H 4.1444 -6.1772 2.5854 -0.170 -0.010 -0.370 0.09
H 4.5979 -7.8748 2.4704 -0.127 0.027 0.249 0.08
H 4.6723 -7.8965 0.2271 -0.187 0.344 -0.348 0.13
H 4.9875 -5.4673 -2.1255 -0.079 -0.006 -0.102 0.08
H 3.3139 -5.9846 -1.9900 -0.009 -0.144 0.155 0.08
H 4.6595 -7.1853 -1.8868 -0.217 -0.010 -0.046 0.07
C -1.2124 -7.2721 -1.1639 0.936 -0.274 0.045 -0.06
N -1.8518 -7.2137 -2.4593 4.454 -0.486 -0.218 0.01
C -3.1144 -7.2013 -2.6362 -4.288 0.265 -2.152 -0.65
C -3.6844 -7.3901 -4.0322 0.421 0.528 -0.601 0.00
O -3.9127 -7.0244 -1.7634 -1.403 0.351 2.702 0.06
H -1.5061 -8.1408 -0.5747 -0.550 0.201 0.053 0.09
H -1.2837 -6.3489 -0.5888 -0.335 -0.099 -0.075 0.09
H -0.1526 -7.4510 -1.3452 0.089 0.231 -0.081 0.08
H -1.2962 -7.4393 -3.2720 0.101 0.105 0.262 0.15
H -3.2344 -6.6966 -4.7426 0.667 -0.376 -0.242 0.08
H -4.7222 -7.0643 -4.1033 -0.052 -0.500 0.672 0.08
H -3.5679 -8.4334 -4.3256 -0.047 0.117 -0.322 0.08
C -3.2352 -0.8256 -4.8385 -1.128 1.098 -0.717 -0.04
N -3.3206 0.4802 -5.5638 0.300 0.082 1.974 0.00
C -3.4183 0.5724 -6.8756 -1.381 -3.809 -3.543 -0.53
C -3.4276 1.9547 -7.5187 -0.011 -0.570 0.907 0.00
O -3.5917 -0.5049 -7.5597 0.739 3.281 1.521 -0.04
H -2.2198 -1.2106 -4.9326 -0.295 -0.250 0.271 0.09
H -4.0042 -1.4772 -5.2534 0.556 -0.219 -0.599 0.08
H -3.6307 -0.7243 -3.8279 0.797 0.468 0.233 0.08
H -3.2311 1.3556 -5.0680 0.100 -0.352 0.287 0.13
H -2.7418 2.5588 -6.9248 0.262 0.332 -0.528 0.07
H -4.4096 2.4104 -7.3914 -0.133 -0.133 -0.080 0.08
H -3.2001 1.8800 -8.5821 0.194 0.072 0.309 0.09
C -3.6156 -4.0672 2.7763 1.377 0.735 0.580 -0.10
N -4.6165 -3.9548 1.7759 -1.042 -1.621 -1.370 0.00
C -5.7085 -3.1467 1.7849 0.659 -0.442 1.019 -0.60
C -6.7131 -3.2549 0.7072 0.404 0.690 -0.580 0.00
O -5.8447 -2.2743 2.6057 -0.003 0.765 1.305 0.05
H -3.9143 -4.2450 3.8094 -0.740 0.445 -0.098 0.09
H -3.0293 -3.1511 2.7042 0.298 0.021 0.638 0.08
H -2.9252 -4.8956 2.6177 -0.194 -0.043 -0.700 0.08
H -4.5550 -4.6025 1.0033 -0.093 -0.033 0.204 0.13
H -7.7167 -3.1039 1.1048 0.102 -0.626 -0.005 0.09
H -6.5450 -4.0675 0.0004 -0.406 0.127 0.013 0.08
H -6.4785 -2.2755 0.2904 -0.346 -0.059 -1.052 0.09
Cl 0.1350 -1.0804 -0.0533 0.570 0.233 0.952 0.50
C 1.0351 -0.3101 1.3522 0.006 -0.188 -0.455 -0.64
C 0.7501 1.1564 1.3274 -0.119 0.753 -0.079 -0.68
Cl 1.3589 1.8421 2.8634 0.035 0.145 0.175 0.54
H 2.1034 -0.4937 1.2372 -0.176 -0.198 -0.172 0.07
H 0.7226 -0.6828 2.3276 -0.303 -0.496 -0.415 0.06
H -0.3196 1.3572 1.2687 0.130 -0.005 0.060 0.07
H 1.2714 1.7070 0.5443 -0.140 -0.257 -0.084 0.07
Cl -0.2849 8.0134 -4.1055 0.177 -0.087 0.105 0.53
C -1.4257 7.0573 -3.1349 -0.411 -0.357 -0.444 -0.68
C -0.8332 5.9569 -2.2589 -0.316 0.475 -0.113 -0.64
Cl 0.5629 6.5266 -1.2883 -0.410 -0.356 -0.142 0.52
H -2.0505 6.5445 -3.8662 -0.106 0.013 0.016 0.06
H -2.0774 7.7593 -2.6147 0.359 -0.082 0.279 0.07
H -0.5814 5.0746 -2.8474 0.527 0.285 -0.003 0.07
H -1.6424 5.6371 -1.6025 0.192 0.087 0.310 0.07
```
Forces are in eV/Å.

HOMO-LUMO gap in eV: 9.243
Lowest unoccupied orbital energy in eV: 0.01
ΔE to the lowest compared entry with this formula, charge and spin in kcal per mole: 82.8
E_tot in eV: -113576.2247

=====

no.,F_max (eV/Å)
1,2.95
2,5.38